No. 1
The following is a quantum chemistry calculation of an isolated ion of composition C7H10NO4 and charge -1, from OMol25.

Last column: Löwdin charge in e.
CARTESIAN COORDINATES (ANGSTROEM)
1 C 0.65378 -1.08944 1.70221  -0.5169
2 C -0.42160 1.18641 2.17543  -0.5918
3 C 0.28786 0.31143 1.44507  -0.1530
4 C 0.69285 0.47183 -1.06213  -0.3298
5 C 1.63459 0.65950 -1.96977  0.0571
6 C -1.08377 -0.51336 -2.66372  -0.0939
7 C -0.71989 -0.11781 -1.22237  -0.1680
8 N 0.18835 -1.52709 2.95063  0.1070
9 O -1.10176 0.88190 3.12334  0.0161
10 O 1.29598 -1.80875 0.93200  -0.0065
11 O -0.38025 2.50601 1.75812  0.0779
12 O 0.94452 0.84377 0.24673  -0.0656
13 H 1.48751 0.34959 -2.90297  -0.0108
14 H 2.41710 1.33327 -1.73464  0.0531
15 H 0.42145 2.51291 1.28613  0.0528
16 H -2.17851 -0.39653 -2.68724  0.0722
17 H -0.97032 -1.58740 -2.69353  0.0628
18 H -0.42080 -0.03525 -3.33932  0.0406
19 H -0.79021 -0.92251 -0.46767  0.1118
20 H -1.43447 0.65099 -0.91314  0.1163
21 H -0.78778 -1.17246 2.94152  0.0859
22 H 0.26536 -2.53700 3.09534  0.0827

Results
E_HOMO: -3.50 eV
Frontier orbital gap: 7.14 eV
SMILES: C=C(CC)O/C(C(=O)O)=C(/N)[O-]
Total charge: -1

***

No. 2
The following is a quantum chemistry calculation of one molecule with the formula C6H10ClNO2S, from OMol25.

Last column: Löwdin charge in e.
CARTESIAN COORDINATES (ANGSTROEM)
1 C 1.14341 1.30955 0.71344  -0.1905
2 C 0.71276 1.34367 -0.71388  -0.1756
3 C 1.18006 -0.08894 1.29593  -0.2252
4 C -0.68302 1.02947 -1.08628  -0.0493
5 C -0.63710 -1.62228 0.52913  -0.7289
6 C -0.04610 -0.92177 1.69099  -0.7574
7 N -1.00689 0.09136 -1.95998  -0.3566
8 O -2.31994 0.02100 -2.33833  0.0454
9 O -0.17648 -0.74347 -2.49404  -0.0711
10 S -2.23131 -1.76653 0.37858  0.7495
11 Cl 0.37856 -2.29012 2.73952  0.6704
12 H 2.17319 1.69805 0.76321  0.1234
13 H 0.54773 2.02068 1.36727  0.1392
14 H 0.94674 2.19621 -1.16865  0.0740
15 H 1.23497 0.50564 -1.27002  0.1414
16 H 1.84665 -0.67031 0.65148  0.1292
17 H 1.73906 -0.06308 2.17736  0.0739
18 H -1.58553 1.57119 -0.69851  0.1569
19 H -0.08654 -2.37195 0.06955  0.0335
20 H -0.86094 -0.46152 2.24510  0.0844
21 H -2.26931 -0.78682 -2.89187  0.1333

Results
E_HOMO: -8.78 eV
Frontier orbital gap: 8.34 eV
SMILES: [O-]/[N+](O)=C\CCC[C@H](Cl)C=S

***

No. 3
The following is a quantum chemistry calculation of a 4-piece molecular cluster, H8O4 overall, from OMol25.

Last column: Löwdin charge in e.
CARTESIAN COORDINATES (ANGSTROEM)
1 O 38.19100 38.74500 26.17200  -0.1385
2 H 37.51800 38.87200 26.87000  0.0271
3 H 37.79000 37.93400 25.60400  0.0770
4 O 39.54100 34.95600 27.99800  -0.0602
5 H 40.30500 35.65500 28.01100  0.1035
6 H 38.89400 35.24100 27.46300  -0.1091
7 O 37.75800 35.75900 25.96700  -0.0702
8 H 36.69000 35.74800 25.82300  0.1063
9 H 38.12100 35.52000 25.18300  -0.0160
10 O 34.86100 35.97200 25.20700  -0.0933
11 H 34.60300 36.89300 25.13900  0.0463
12 H 34.86300 35.35800 24.36900  0.1273

Results
E_HOMO: -10.67 eV
Frontier orbital gap: 10.68 eV
SMILES: O.O.O.O

***

No. 4
The following is a quantum chemistry calculation of one molecule with the formula C13H27NO, from OMol25.

Last column: Löwdin charge in e.
CARTESIAN COORDINATES (ANGSTROEM)
1 C -3.34326 -1.39461 -0.13401  -0.2751
2 C -3.02311 0.22286 0.32860  -0.2235
3 C -1.46135 0.48343 0.56620  -0.3686
4 C -0.84760 -0.59430 1.43782  -0.1675
5 C 0.63540 -0.86558 1.19413  -0.2593
6 C 0.99503 -2.01447 0.22649  -0.2085
7 C 2.52288 -2.04296 0.26174  -0.1902
8 C 3.43745 -0.98239 -0.53897  -0.2100
9 C 3.14213 0.51193 -0.37798  -0.2133
10 C 1.87948 1.04735 -1.22736  -0.1879
11 C 0.86501 2.17055 -0.77365  -0.2888
12 C 0.38578 2.36048 0.48646  -0.2761
13 C -1.21626 1.91843 0.81326  -0.1419
14 H -3.62072 -2.35031 -2.33551  0.2022
15 H -1.99636 -1.80548 -1.44738  0.0627
16 H -4.36064 -1.20228 0.02412  0.0754
17 H -3.05501 -2.00351 0.72521  0.0735
18 H -3.78718 0.27577 1.16410  0.1532
19 H -3.42992 0.28956 -1.47161  0.0960
20 H -0.85408 0.45273 -0.39144  0.1271
21 H -1.90130 -1.36329 1.41344  0.1415
22 H -0.80477 -0.12833 2.58236  0.1533
23 H 0.87479 0.09762 0.65987  0.0675
24 H 1.25589 -1.07167 2.13164  0.1264
25 H 0.59196 -1.39057 -0.79407  0.1311
26 H 0.47224 -3.02094 0.43679  0.1300
27 H 2.86324 -3.04404 -0.06200  0.1037
28 H 2.88618 -1.53255 1.22739  0.1150
29 H 4.38202 -0.95843 -0.24734  0.0439
30 H 3.27857 -1.00819 -1.65944  0.1255
31 H 3.16405 0.99769 0.62594  0.1127
32 H 4.03910 0.95963 -0.97812  0.1281
33 H 0.97879 0.19237 -1.65405  0.1498
34 H 2.14456 1.65877 -2.21913  0.1231
35 H 1.48867 3.25656 -0.96825  0.1668
36 H -0.13204 2.38916 -1.37444  0.1691
37 H 0.19909 3.08573 0.93510  -0.0572
38 H 0.81747 2.17930 1.62500  0.1881
39 H -1.31272 2.37219 1.89044  0.1387
40 H -1.93598 2.56193 0.23192  0.1189
41 N -3.02018 -1.79056 -1.46928  -0.0405
42 O -3.19728 1.08042 -0.86395  -0.1145

Results
E_HOMO: -8.75 eV
Frontier orbital gap: 9.53 eV
SMILES: NC[C@H](O)C1CCCCCCCCCC1

***

No. 5
The following is a quantum chemistry calculation of C23H31AsClO6RuS2 as an isolated structure, from OMol25.

Last column: Löwdin charge in e.
CARTESIAN COORDINATES (ANGSTROEM)
1 Ru -0.95661 -0.65021 0.42178  1.0817
2 C 1.31958 -2.00414 2.99177  -0.0272
3 C 0.29149 -0.89216 2.95873  -0.6756
4 C -1.12320 -1.43976 3.09839  -0.0636
5 C 0.56771 0.16087 4.00659  -0.0218
6 O 0.40678 -0.23144 1.65124  -0.3751
7 H 1.24547 -2.56031 3.92843  0.1000
8 H 2.32750 -1.59222 2.91524  0.0916
9 H 1.17079 -2.70119 2.16463  0.0809
10 H -1.26481 -1.95126 4.05232  0.1093
11 H -1.34826 -2.20302 2.33949  0.0662
12 H -1.85732 -0.63357 3.04890  0.0836
13 H 0.53849 -0.28378 5.00391  0.1013
14 H -0.17638 0.95952 3.96044  0.0921
15 H 1.55716 0.59593 3.85279  0.0930
16 O -2.39707 -8.28427 -1.16443  0.1331
17 C -2.05202 -7.30095 -2.02133  -0.4706
18 O -1.60440 -7.56953 -3.09549  0.1419
19 C -2.25361 -5.87572 -1.56800  -0.1161
20 C -1.62283 -4.89471 -2.32188  0.0099
21 C -1.76183 -3.55982 -1.98603  -0.1464
22 C -2.55296 -3.20466 -0.89337  -0.6366
23 S -2.84233 -1.50390 -0.48963  0.7088
24 C -3.20715 -4.17772 -0.14942  -0.0973
25 C -3.04646 -5.51394 -0.48829  -0.0106
26 H -2.68018 -7.92213 -0.31668  0.0936
27 H -1.03172 -5.20009 -3.17504  0.1310
28 H -1.27380 -2.79523 -2.57403  0.0598
29 H -3.83851 -3.89484 0.68231  0.1095
30 H -3.58039 -6.25246 0.09855  0.1195
31 C 0.59143 5.09624 -2.47854  -0.0213
32 C 0.75440 4.94820 -0.98441  -0.1920
33 C 1.90974 5.38454 -0.34717  -0.0637
34 C 2.06173 5.26544 1.02597  -0.6703
35 Cl 3.53346 5.81907 1.77838  0.6715
36 C 1.06519 4.71247 1.79261  -0.0980
37 C -0.09861 4.25818 1.17125  -0.0040
38 C -0.24570 4.38274 -0.20134  -0.2232
39 O -1.37877 3.97574 -0.88587  -0.0272
40 C -2.27798 3.15719 -0.17759  -0.0842
41 C -1.72003 1.76744 0.01350  -0.5822
42 O -2.20708 0.99157 0.90941  -0.1413
43 O -0.77584 1.34236 -0.69399  -0.1014
44 H 1.55975 5.03184 -2.97581  0.0806
45 H 0.15749 6.06572 -2.73202  0.0954
46 H -0.06943 4.33579 -2.88932  0.0735
47 H 2.70680 5.83056 -0.93279  0.1191
48 H 1.18618 4.62698 2.86531  0.1117
49 H -0.87168 3.81926 1.78875  0.1127
50 H -3.18049 3.08341 -0.78069  0.1564
51 H -2.56035 3.57418 0.79135  0.1369
52 C 2.48969 1.21655 -0.01468  -0.2110
53 As 1.95442 0.11797 -1.46232  0.8373
54 C 1.34045 1.18395 -2.90509  -0.2224
55 C 3.53516 -0.74979 -2.08060  -0.2420
56 S 0.56896 -1.53778 -1.11827  0.3115
57 H 2.95746 2.07993 -0.48854  0.0554
58 H 3.20185 0.65350 0.58119  0.0541
59 H 1.63988 1.52363 0.57939  0.0173
60 H 1.98869 2.05820 -2.95686  0.0515
61 H 0.31547 1.48622 -2.72306  0.0285
62 H 1.42885 0.58846 -3.80891  0.0524
63 H 4.21844 0.01791 -2.43901  0.0553
64 H 3.27983 -1.42828 -2.88989  0.0472
65 H 3.98753 -1.30269 -1.26221  0.0496

Results
E_HOMO (alpha / beta): -11.07 / -11.07 eV
Frontier orbital gap (alpha / beta): 7.02 / 5.59 eV
⟨S²⟩: 6.025
2S+1: 5
Total charge: +1

***

No. 6
The following is a quantum chemistry calculation of C19H8BrCoF5IN2OSe as an isolated structure, from OMol25.

Last column: Löwdin charge in e.
CARTESIAN COORDINATES (ANGSTROEM)
1 Co 0.64588 0.57148 0.77859  0.0031
2 Br -1.12369 -0.91243 3.05110  0.8255
3 C -2.48181 0.39772 2.85794  -0.6968
4 C -3.80489 -0.01482 2.92389  -0.1098
5 C -4.82048 0.91816 2.78435  -0.0508
6 C -4.51956 2.25308 2.57219  -0.0551
7 C -3.19941 2.66564 2.49976  -0.1344
8 C -2.17802 1.73701 2.64925  -0.6806
9 I -0.19284 2.40723 2.54152  1.1716
10 H -4.03433 -1.05735 3.08915  0.1101
11 H -5.84992 0.59495 2.84242  0.1198
12 H -5.31124 2.97976 2.46103  0.1194
13 H -2.96425 3.70661 2.33233  0.1035
14 O 2.70354 -1.53204 1.87794  0.2165
15 C 1.93913 -0.78245 1.54947  -0.0718
16 F 6.71970 -1.49602 -2.01014  0.1581
17 C 5.70827 -0.73589 -1.63194  -0.1261
18 C 4.41919 -1.25821 -1.59040  -0.1390
19 F 4.19327 -2.52364 -1.92649  0.1386
20 C 3.37402 -0.44675 -1.18617  -0.2620
21 F 2.13626 -0.98349 -1.13035  0.0318
22 C 3.55449 0.87388 -0.81061  -0.4736
23 Se 2.12022 2.02714 -0.30295  0.7754
24 C 4.85219 1.37328 -0.85704  -0.2512
25 F 5.08148 2.63550 -0.51105  0.0957
26 C 5.92414 0.58879 -1.26373  -0.1321
27 F 7.14694 1.09319 -1.29909  0.1520
28 N -3.35218 -2.86702 -4.35499  0.2104
29 C -2.78761 -2.32429 -3.51804  -0.1498
30 C -2.08470 -1.64961 -2.47039  -0.1850
31 C -1.66078 -2.34934 -1.34337  0.0335
32 C -0.98572 -1.65718 -0.35779  -0.1201
33 N -0.71806 -0.34934 -0.44601  -0.0366
34 C -1.12676 0.31813 -1.53326  -0.0858
35 C -1.81685 -0.28752 -2.56486  0.0338
36 H -1.85089 -3.40621 -1.23841  0.1356
37 H -0.65012 -2.16325 0.53777  0.0781
38 H -0.87452 1.36974 -1.57732  0.1120
39 H -2.13008 0.28555 -3.42433  0.1362

Results
E_HOMO (alpha / beta): -11.35 / -11.45 eV
Frontier orbital gap (alpha / beta): 7.40 / 7.00 eV
⟨S²⟩: 3.771
2S+1: 4
Total charge: +1

***

No. 7
The following is a quantum chemistry calculation of C32H30IMnN6O3SSe3Te as an isolated structure, from OMol25.

Last column: Löwdin charge in e.
CARTESIAN COORDINATES (ANGSTROEM)
1 Mn 0.09635 -1.49079 -0.22925  -0.0329
2 C 2.31269 5.58677 -9.85334  0.0641
3 O 1.90010 6.19283 -8.58578  0.0570
4 C 1.99708 5.61702 -7.45449  -0.1740
5 C 1.49633 6.37131 -6.30821  0.0554
6 C 1.62927 5.91077 -5.06705  0.0637
7 C 2.32527 4.63209 -4.83178  -0.2275
8 C 2.75184 3.79316 -5.96334  0.0668
9 C 2.59315 4.28333 -7.21310  0.0556
10 N 2.48107 4.31077 -3.59296  0.1277
11 N 3.26700 3.27914 -3.23453  0.1302
12 C 2.85942 2.27461 -2.53779  -0.1636
13 C 3.89089 1.27129 -2.21891  0.0727
14 C 3.57700 0.04704 -1.77047  0.0434
15 C 2.28159 -0.22050 -1.34151  -0.2857
16 O 1.97003 -1.31237 -0.83664  -0.1205
17 C 1.27638 0.88888 -1.26525  -0.1849
18 N 0.21646 0.55810 -0.64000  0.0226
19 C -0.78138 1.43738 -0.47550  -0.0242
20 C -0.62540 2.75961 -0.93120  0.0135
21 C 0.49611 3.09889 -1.67795  0.0468
22 C 1.53411 2.12412 -1.84540  -0.0196
23 H 2.15930 6.31627 -10.58063  0.0949
24 H 1.75453 4.69614 -10.07916  0.1123
25 H 3.36150 5.36660 -9.74802  0.1114
26 H 1.07075 7.32924 -6.52914  0.1395
27 H 1.23882 6.37748 -4.19448  0.1285
28 H 3.12264 2.82698 -5.67799  0.1215
29 H 2.84669 3.64869 -8.10425  0.1451
30 H 4.88756 1.52878 -2.51807  0.1333
31 H 4.28007 -0.75569 -1.56051  0.1546
32 H -1.61167 1.11144 0.11416  0.1234
33 H -1.44934 3.48151 -0.87254  0.1338
34 H 0.60022 4.12308 -2.09314  0.1225
35 Se 0.59530 -3.96631 -0.09530  0.1958
36 Se -1.03432 -5.36215 -0.80962  -0.0134
37 Te -0.29385 -6.09175 -3.05482  0.5855
38 Se 1.44432 -4.81226 -3.64852  0.0468
39 I -1.17962 -2.07306 -2.74027  1.1016
40 C -2.53363 -2.07055 -1.16866  -0.7286
41 C -3.87838 -2.29843 -1.27249  -0.0906
42 C -4.66017 -2.16938 -0.13378  0.0011
43 C -3.96560 -1.97081 1.06873  0.0028
44 C -2.57850 -1.84647 1.07763  -0.0989
45 N -1.84931 -1.80104 -0.03309  -0.1416
46 H -4.26259 -2.47469 -2.26697  0.1164
47 H -5.73198 -2.25323 -0.15812  0.1276
48 H -4.55966 -1.89841 1.96380  0.1231
49 H -2.03534 -1.76032 2.04142  0.0960
50 C -0.53453 -6.18029 3.16840  -0.0933
51 C -1.48133 -5.03002 3.44355  -0.2302
52 C -0.78593 -3.83900 4.06752  -0.1721
53 N -0.20263 -3.01445 3.06082  0.0280
54 C 0.32382 -1.82054 3.13159  -0.7407
55 S 1.12070 -1.12655 1.80739  0.8168
56 N 0.34869 -1.16727 4.32854  0.1050
57 C -0.99101 -0.74858 4.79541  -0.3823
58 O -1.89485 -0.79002 4.03557  0.1136
59 C -1.14901 -0.43855 6.22909  -0.1473
60 C -2.37086 0.12913 6.62554  -0.0007
61 C -2.58721 0.41881 7.96758  -0.0483
62 C -1.55189 0.27558 8.86423  -0.0549
63 C -0.33700 -0.25040 8.48051  -0.0499
64 C -0.10527 -0.59941 7.15168  -0.0061
65 H -1.08181 -7.04912 2.83979  0.0812
66 H 0.11777 -6.40268 4.02603  0.0972
67 H 0.15637 -6.03356 2.39490  0.0231
68 H -2.30628 -5.33147 4.11037  0.1289
69 H -2.02124 -4.76206 2.53425  0.0980
70 H 0.00764 -4.16136 4.77409  0.1549
71 H -1.61954 -3.37045 4.60141  0.1286
72 H -0.16566 -3.52878 2.19156  0.0071
73 H 0.92532 -0.30339 4.25086  0.1470
74 H -3.18108 0.28079 5.94767  0.1124
75 H -3.51014 0.90338 8.19907  0.1107
76 H -1.70393 0.60004 9.90355  0.1292
77 H 0.47978 -0.31988 9.19796  0.1203
78 H 0.81799 -0.95502 6.81937  0.0929

Results
E_HOMO (alpha / beta): -14.64 / -14.64 eV
Frontier orbital gap (alpha / beta): 5.07 / 5.06 eV
⟨S²⟩: 0.893
2S+1: 2
Total charge: +3

***

For the records above, the corresponding total energy values read -628.46683 -1298.06784 -305.70790 -641.07123 -4933.46784 -8068.57053 -11109.91335 Eh.